# 1
C25H58N2O2PdSi3 | the ωB97M-V functional and the def2-TZVPD basis

CARTESIAN COORDINATES (ANGSTROEM)
O -0.696 -1.292 -2.213
O 0.735 1.005 -3.885
C 0.059 -2.427 -2.649
C -0.619 -3.703 -2.184
H 1.025 -2.272 -2.082
H 0.227 -2.472 -3.767
H -0.694 -3.771 -1.059
H 0.046 -4.442 -2.675
H -1.637 -3.831 -2.650
C -1.811 -0.839 -2.967
C -1.776 -1.049 -4.451
H -1.865 0.236 -2.750
H -2.627 -1.300 -2.415
H -0.932 -0.467 -4.848
H -2.731 -0.634 -4.855
H -1.684 -2.121 -4.718
C 0.299 2.356 -3.721
C 2.038 0.786 -4.429
C -0.836 2.655 -4.693
H 1.164 3.029 -3.906
H -0.047 2.488 -2.670
H -0.449 2.616 -5.724
H -1.186 3.673 -4.491
H -1.696 1.967 -4.589
C 2.053 0.859 -5.963
H 2.347 -0.229 -4.083
H 2.745 1.539 -4.011
H 1.312 0.186 -6.445
H 3.054 0.526 -6.268
H 1.899 1.903 -6.297
H 0.100 -0.744 -0.622
Pd -0.293 -0.547 0.885
C 1.135 -0.040 -0.648
Si 2.879 0.489 0.107
H 1.473 -0.752 -1.442
H 0.677 0.886 -1.056
C 4.146 -0.581 -0.809
C 3.141 0.215 1.945
C 3.192 2.312 -0.266
C -2.063 -1.457 0.612
Si -3.229 -0.053 0.706
H -1.911 -2.051 1.548
H -2.145 -2.093 -0.288
C -4.698 -0.517 -0.393
C -2.566 1.612 0.133
C -3.787 0.117 2.478
H 2.615 2.691 -1.124
H 4.260 2.473 -0.491
H 2.946 2.944 0.597
H 3.965 -1.650 -0.616
H 5.160 -0.353 -0.459
H 4.120 -0.437 -1.903
H 2.743 -0.763 2.264
H 2.638 0.989 2.554
H 4.217 0.239 2.213
H -2.911 1.828 -0.887
H -1.466 1.669 0.125
H -2.934 2.407 0.796
H -4.505 0.955 2.514
H -2.958 0.315 3.170
H -4.300 -0.793 2.818
H -5.567 0.087 -0.096
H -4.948 -1.581 -0.263
H -4.496 -0.343 -1.461
C 1.391 -3.484 1.339
C 1.018 -2.773 2.598
C 1.331 -3.281 3.862
C 1.054 -2.583 5.037
C 0.496 -1.326 4.920
C 0.213 -0.804 3.618
N 0.430 -1.582 2.521
N -0.184 0.412 3.307
Si -0.395 1.884 4.184
C -1.876 1.755 5.327
C 1.138 2.194 5.219
C -0.617 3.273 2.943
H 0.535 -3.557 0.655
H 2.211 -2.967 0.810
H 1.729 -4.493 1.596
H 1.791 -4.236 3.898
H 1.278 -2.998 6.030
H 0.242 -0.698 5.771
H -1.875 0.831 5.924
H -1.812 2.608 6.023
H -2.840 1.809 4.807
H 2.048 2.260 4.608
H 0.993 3.157 5.732
H 1.312 1.417 5.978
H 0.191 3.287 2.198
H -1.571 3.230 2.399
H -0.580 4.216 3.514

Properties
**Energy above the lowest of the compared OMol25 structures with the same formula, charge and spin**: 18.5 kcal per mole
**Orbital gap (alpha / beta)**: 7.513 / 6.207 eV
**Molecular weight**: 609.43 g/mol
**Expectation value of S²**: 2.0060
**Energy**: -61052.124 eV
**Multiplicity**: 3
**Net charge**: 0



# 2
C25H59AsN5OsSi6 | the ωB97M-V functional and the def2-TZVPD basis

CARTESIAN COORDINATES (ANGSTROEM)
Os -0.312 0.220 0.631
C -2.048 3.199 -0.916
Si -2.619 1.431 -1.157
C -4.415 1.505 -1.637
C -1.610 0.668 -2.538
C -2.326 0.348 0.470
Si -3.441 -1.275 0.382
C -2.987 -2.612 1.622
C -3.296 -2.066 -1.301
C -5.201 -0.818 0.808
Si -2.785 1.322 2.060
C -2.650 0.286 3.601
C -4.342 2.332 2.014
C -1.315 2.531 2.118
C -1.282 3.734 2.802
C -0.161 4.549 2.738
C 0.931 4.138 1.984
C 0.870 2.929 1.333
N -0.226 2.144 1.392
H -2.334 3.734 -1.827
H -0.970 3.315 -0.801
H -2.533 3.715 -0.087
H -4.454 2.110 -2.549
H -5.030 2.013 -0.894
H -4.870 0.544 -1.870
H -1.561 1.370 -3.375
H -2.051 -0.258 -2.906
H -0.576 0.452 -2.250
H -2.336 -3.366 1.178
H -3.927 -3.119 1.861
H -2.563 -2.271 2.566
H -2.255 -2.272 -1.565
H -3.749 -1.502 -2.115
H -3.816 -3.028 -1.251
H -5.321 -0.652 1.882
H -5.815 -1.690 0.565
H -5.620 0.030 0.275
H -3.485 -0.408 3.710
H -2.658 0.940 4.477
H -1.722 -0.292 3.633
H -5.236 1.717 1.929
H -4.350 3.067 1.210
H -4.415 2.871 2.964
H -2.146 4.042 3.376
H -0.138 5.494 3.266
H 1.822 4.744 1.904
H 1.692 2.558 0.744
C 3.821 -2.183 -2.424
Si 2.032 -1.703 -2.314
C 1.329 -1.135 -3.937
C 1.033 -3.135 -1.648
As 1.937 0.169 -0.738
Si 3.647 -0.253 0.954
C 3.317 0.853 2.418
C 5.302 0.108 0.190
C 3.481 -2.037 1.461
Si 2.697 2.072 -2.104
C 3.442 3.382 -1.006
C 4.005 1.344 -3.211
C 1.232 2.703 -3.050
H 3.874 -2.988 -3.165
H 4.210 -2.583 -1.485
H 4.478 -1.383 -2.766
H 1.417 -1.972 -4.637
H 1.874 -0.300 -4.373
H 0.273 -0.870 -3.880
H 1.122 -3.950 -2.372
H -0.025 -2.891 -1.543
H 1.429 -3.489 -0.693
H 3.413 1.917 2.197
H 4.072 0.617 3.174
H 2.341 0.672 2.876
H 5.340 1.037 -0.376
H 5.644 -0.704 -0.453
H 6.020 0.207 1.010
H 2.634 -2.192 2.130
H 4.384 -2.309 2.017
H 3.404 -2.720 0.613
H 4.089 2.991 -0.216
H 2.700 4.053 -0.573
H 4.077 3.995 -1.653
H 4.785 0.804 -2.678
H 4.489 2.186 -3.718
H 3.599 0.695 -3.986
H 0.452 3.093 -2.395
H 0.796 1.945 -3.701
H 1.570 3.529 -3.683
N 0.269 -5.746 3.199
C 0.053 -5.008 2.129
N -0.313 -5.555 0.975
N 0.232 -3.681 2.262
C 0.010 -2.701 1.534
N -0.171 -1.723 0.892
H 0.169 -6.749 3.194
H 0.538 -5.298 4.061
H -0.447 -6.550 0.877
H -0.449 -4.984 0.157

Properties
**Energy above the lowest of the compared OMol25 structures with the same formula, charge and spin**: 0.0 kcal per mole
**Orbital gap (alpha / beta)**: 7.622 / 6.699 eV
**Molecular weight**: 863.45 g/mol
**Expectation value of S²**: 6.0221
**Energy**: -144886.122 eV
**Multiplicity**: 5
**Net charge**: +3



# 3
C25H59CrN8O13SV | the ωB97M-V functional and the def2-TZVPD basis

CARTESIAN COORDINATES (ANGSTROEM)
Cr 0.960 -0.380 -2.912
V -0.517 -2.597 1.724
C 4.352 0.001 -2.155
O 2.939 -0.040 -2.187
H 4.807 0.954 -1.887
H 4.794 -0.737 -1.486
H 4.733 -0.175 -3.161
S -0.490 -0.361 0.246
O -1.114 0.901 0.332
O -1.341 -1.535 0.250
O 0.315 -0.383 -1.024
O 0.264 -0.683 1.424
C 0.156 2.826 -2.405
O 0.418 1.720 -2.799
N 0.351 4.037 -3.078
C 0.515 4.151 -4.526
C 0.747 5.169 -2.134
H -0.198 3.058 -1.389
H 1.213 3.422 -4.938
H 0.712 5.159 -4.891
H -0.369 3.779 -5.043
H 0.760 4.856 -1.090
H 1.797 5.378 -2.341
H 0.045 5.993 -2.264
C 2.363 -3.442 0.052
O 1.639 -3.234 1.010
N 3.513 -4.016 0.070
C 4.359 -4.016 -1.132
C 4.123 -4.526 1.340
H 2.057 -3.146 -0.963
H 5.264 -4.612 -1.020
H 4.429 -3.027 -1.584
H 3.750 -4.625 -1.800
H 4.557 -5.525 1.351
H 4.814 -3.766 1.706
H 3.393 -4.551 2.149
C -2.389 -0.052 -3.481
O -1.180 -0.279 -3.375
N -3.002 0.794 -4.352
C -2.148 1.625 -5.133
C -4.493 1.091 -4.368
H -3.128 -0.542 -2.828
H -1.745 2.509 -4.639
H -2.617 2.020 -6.034
H -1.401 1.059 -5.689
H -4.726 2.137 -4.167
H -4.834 0.772 -5.353
H -5.002 0.468 -3.632
C 2.840 1.749 1.143
O 3.167 2.912 0.870
N 3.583 0.952 2.021
C 3.288 -0.427 2.147
C 4.794 1.416 2.637
H 2.049 1.213 0.596
H 2.573 -0.872 1.454
H 2.989 -0.791 3.131
H 4.216 -0.949 1.915
H 4.741 1.321 3.721
H 5.585 0.769 2.257
H 4.773 2.504 2.571
C 0.964 -2.484 4.822
O 0.593 -2.659 3.600
N 0.817 -1.315 5.392
C 1.575 -0.787 6.523
C 0.361 -0.136 4.644
H 1.337 -3.298 5.462
H 2.648 -0.695 6.354
H 1.314 -1.463 7.338
H 1.115 0.049 7.049
H -0.323 -0.304 3.812
H -0.253 0.575 5.197
H 1.276 0.358 4.318
C -4.416 -0.788 -0.338
O -4.747 -1.332 -1.368
N -4.683 0.385 0.182
C -4.303 0.633 1.597
C -5.325 1.477 -0.470
H -3.801 -1.343 0.386
H -3.395 1.229 1.686
H -4.400 -0.203 2.289
H -5.029 1.350 1.980
H -4.571 2.249 -0.319
H -5.349 1.350 -1.552
H -6.194 1.593 0.178
C -2.182 3.941 1.797
O -2.896 4.876 1.433
N -1.158 4.187 2.663
C -1.049 5.495 3.417
C -0.260 3.081 3.015
H -2.257 2.860 1.606
H -1.251 5.066 4.399
H -1.956 6.073 3.594
H -0.095 6.018 3.484
H -0.023 2.297 2.295
H 0.701 3.308 3.477
H -0.742 2.556 3.840
C -2.479 -3.905 -2.729
O -3.137 -3.778 -3.794
N -1.917 -5.091 -2.408
C -1.895 -6.206 -3.231
C -0.932 -5.013 -1.328
H -2.269 -3.163 -1.943
H -0.838 -6.332 -3.463
H -2.591 -6.192 -4.070
H -2.169 -7.028 -2.569
H -0.886 -5.872 -0.658
H 0.037 -4.876 -1.807
H -1.003 -4.170 -0.641

Properties
**Orbital gap (alpha / beta)**: 6.916 / 6.893 eV
**Molecular weight**: 814.80 g/mol
**Expectation value of S²**: 15.7623
**Energy**: -130355.192 eV
**Multiplicity**: 8
**Net charge**: +1